(1)
ORCA calculation (ωB97M-V with the def2-TZVPD basis set) on a structure of composition C40H70AsCl2CrN5O3SbSi4.

Properties
- <S²>: 6.009
- Relative energy (zero: lowest compared OMol25 entry of this formula, charge and spin): 0.0 kJ/mol
- Lowest unoccupied orbital energy (alpha / beta): 2.48 / 2.48 eV
- Multiplicity: 5
- Frontier orbital gap (alpha / beta): 6.7 / 6.9 eV
- Net charge: -1

```
127
Properties=species:S:1:pos:R:3:mulliken_spin:R:1
Cr -0.0423 -0.3820 0.4860 3.834
C -4.7553 3.0076 4.2960 0.000
C -3.3910 2.5450 3.8462 0.005
C -2.2835 3.3868 3.8070 0.001
C -1.0689 2.9841 3.2755 -0.019
C -0.8559 1.7044 2.6921 -0.035
N 0.2504 1.2693 2.0172 0.075
C 1.3306 2.1436 1.8701 -0.018
C 1.2184 3.4964 1.5334 -0.019
C 2.3005 4.3610 1.5339 0.002
C 3.5822 3.9101 1.8225 0.003
C 4.7647 4.8440 1.8884 -0.001
C 3.7343 2.5466 2.0311 0.005
C 2.6473 1.6848 2.0474 0.008
N 2.9170 0.2841 2.1934 0.033
C 3.9011 -0.3005 2.9167 0.004
C 3.9608 -1.6188 2.5358 0.008
C 2.9654 -1.7358 1.5415 0.010
N 2.3414 -0.5880 1.3495 -0.150
C -1.9288 0.8140 2.9851 0.037
C -3.1571 1.2355 3.4670 -0.001
N -1.7228 -0.6098 2.9753 0.033
C -2.2113 -1.4962 3.8690 0.017
C -1.6171 -2.7121 3.6224 0.004
C -0.7548 -2.4665 2.5473 0.090
N -0.8274 -1.1992 2.1793 -0.129
H -4.7536 4.0821 4.4900 0.000
H -5.0795 2.5045 5.2115 0.000
H -5.5119 2.8130 3.5306 0.000
H -2.3697 4.3991 4.1945 0.000
H -0.2477 3.6834 3.3100 0.000
H 0.2396 3.8675 1.2594 0.000
H 2.1439 5.4066 1.2836 0.000
H 4.5003 5.8330 1.5111 0.000
H 5.6047 4.4713 1.2975 0.000
H 5.1164 4.9655 2.9161 0.000
H 4.7292 2.1316 2.1633 0.000
H 4.4619 0.2578 3.6494 0.001
H 4.6204 -2.3843 2.9154 0.000
H 2.6903 -2.5854 0.9313 0.032
H -3.9548 0.5008 3.5499 0.000
H -2.9121 -1.1890 4.6263 0.002
H -1.7902 -3.6431 4.1357 0.000
H -0.0960 -3.1348 2.0142 -0.030
C -4.1406 3.1454 0.3927 0.000
Si -2.8238 3.8766 -0.7124 0.020
C -1.9814 5.1750 0.3365 0.001
C -3.7308 4.7718 -2.0849 -0.001
As -1.2816 2.1607 -1.1006 0.023
Si 0.2730 3.2647 -2.5210 0.012
C 0.7351 2.3579 -4.0964 0.002
C -0.3423 4.9289 -3.1210 0.000
C 1.8677 3.6086 -1.6429 -0.001
Si -2.5216 1.0390 -2.7922 -0.035
C -2.9988 2.1060 -4.2599 0.000
C -1.5964 -0.4151 -3.4603 0.006
C -4.1359 0.5346 -2.0080 0.005
H -4.6028 3.9455 0.9855 0.000
H -3.7078 2.4164 1.0880 0.001
H -4.9241 2.6406 -0.1804 0.000
H -2.6193 6.0648 0.3979 0.000
H -1.0020 5.4828 -0.0477 0.000
H -1.8363 4.7811 1.3497 -0.001
H -3.8621 5.8177 -1.7877 -0.001
H -4.7200 4.3221 -2.2235 0.000
H -3.2222 4.7581 -3.0472 0.000
H 0.0422 2.5800 -4.9130 0.000
H 0.7648 1.2753 -3.9775 0.000
H 1.7340 2.6958 -4.3943 0.000
H -1.1514 4.8106 -3.8476 0.001
H 0.4878 5.4453 -3.6198 0.000
H -0.7110 5.5732 -2.3152 -0.003
H 2.2218 2.7331 -1.0881 0.001
H 1.7629 4.4274 -0.9263 0.000
H 2.6244 3.8900 -2.3844 0.000
H -2.1750 2.7246 -4.6257 -0.002
H -3.8305 2.7703 -4.0126 -0.001
H -3.3166 1.4511 -5.0817 0.001
H -0.7484 -0.0979 -4.0633 0.001
H -2.2641 -1.0059 -4.0979 0.001
H -1.2320 -1.0478 -2.6434 0.006
H -4.8547 1.3575 -2.0738 0.000
H -4.0100 0.2689 -0.9538 -0.002
H -4.5606 -0.3349 -2.5206 0.000
C 3.2391 -7.9061 -1.5264 0.000
C 1.9168 -7.1491 -1.3453 0.000
Sb 1.9920 -4.9954 -0.9777 -0.006
C 3.9091 -4.6137 -1.8814 0.000
C 5.1737 -4.4858 -1.0299 0.000
C 2.3446 -5.3254 1.1519 -0.001
C 3.7263 -5.6777 1.7115 0.000
H 3.0741 -8.9826 -1.6432 0.000
H 3.9085 -7.7722 -0.6733 0.000
H 3.7805 -7.5703 -2.4127 0.000
H 1.3600 -7.5529 -0.4945 0.000
H 1.2830 -7.2900 -2.2249 0.000
H 3.7256 -3.6759 -2.4101 0.000
H 4.0269 -5.3957 -2.6349 0.000
H 5.0735 -3.6910 -0.2865 0.000
H 6.0343 -4.2288 -1.6558 0.000
H 5.4161 -5.4103 -0.5045 0.000
H 1.6352 -6.1324 1.3514 0.000
H 1.9629 -4.4409 1.6645 -0.008
H 4.1710 -6.5348 1.2058 0.000
H 3.6622 -5.9278 2.7765 0.000
H 4.4220 -4.8447 1.6180 0.000
C -3.8979 -2.0914 0.6289 0.003
Si -2.4661 -2.7305 -0.4324 0.030
C -3.1494 -3.0915 -2.1441 0.002
C -2.1425 -4.4804 0.1911 0.002
O -1.2427 -1.6947 -0.4568 0.022
H -4.8070 -1.9503 0.0301 0.000
H -3.6409 -1.1217 1.0725 0.005
H -4.1404 -2.7800 1.4472 0.001
H -3.8994 -3.8921 -2.0842 -0.001
H -2.3383 -3.4346 -2.7991 0.000
H -3.6163 -2.2226 -2.6163 0.000
H -3.1125 -4.9572 0.3847 0.000
H -1.5479 -4.5512 1.1066 -0.001
H -1.6311 -5.0639 -0.5815 0.000
Cl 4.4069 0.5447 -1.0996 0.000
C 3.1695 0.0416 -2.2952 -0.005
Cl 3.9064 -0.9716 -3.5555 0.000
C 2.0039 -0.6503 -1.5466 0.084
O 2.0289 -1.8510 -1.3638 0.015
O 1.1522 0.2165 -1.1395 0.022
H 2.8288 0.9476 -2.7690 0.000
```

(2)
ORCA calculation (ωB97M-V with the def2-TZVPD basis set) on a cluster of 10 separate species, C40H70N10 in total at a distorted geometry.

Properties
- Relative energy (zero: lowest compared OMol25 entry of this formula, charge and spin): 128.2 kJ/mol
- Lowest unoccupied orbital energy: 0.43 eV
- SMILES: CCCC#N.CCCC#N.CCCC#N.CCCC#N.CCCC#N.CCCC#N.CCCC#N.CCCC#N.CCCC#N.CCCC#N
- Frontier orbital gap: 11.6 eV

```
120
Properties=species:S:1:pos:R:3:lowdin_charge:R:1
C -5.4465 4.5140 -3.5611 -0.105
C -6.0283 4.3898 -2.1686 -0.273
C -5.6276 3.1240 -1.4261 -0.184
C -4.1561 2.9346 -1.3941 -0.208
N -3.0043 2.7854 -1.2553 0.169
H -5.9393 5.3274 -4.1092 0.081
H -5.5941 3.5832 -4.0978 0.072
H -4.3674 4.6253 -3.5322 0.070
H -7.1220 4.3802 -2.1923 0.110
H -5.8061 5.2698 -1.5585 0.114
H -6.0994 2.2220 -1.8143 0.122
H -5.9295 3.2341 -0.3858 0.115
C 2.4182 5.5720 3.8312 -0.110
C 2.1941 4.8045 2.5944 -0.281
C 3.3038 5.0667 1.6001 -0.217
C 3.2700 6.3903 1.0580 -0.232
N 3.0988 7.4562 0.5809 0.141
H 2.3829 6.6574 3.6350 0.089
H 3.3748 5.3853 4.2926 0.079
H 1.6799 5.4216 4.5969 0.062
H 1.2435 4.9507 2.0732 0.118
H 2.1537 3.7234 2.7792 0.102
H 3.2783 4.3561 0.7704 0.108
H 4.2755 4.8710 2.0710 0.128
C -4.0039 0.6532 1.9782 -0.113
C -4.4781 -0.6530 2.4490 -0.283
C -3.4027 -1.7107 2.4380 -0.185
C -3.0870 -2.1226 1.0743 -0.202
N -2.8329 -2.4649 0.0059 0.198
H -3.7895 0.5700 0.9068 0.064
H -3.0747 0.9833 2.4307 0.071
H -4.8159 1.3760 2.1354 0.087
H -5.3978 -0.9845 1.9411 0.127
H -4.8133 -0.6187 3.4940 0.116
H -3.7740 -2.6087 2.9325 0.126
H -2.5048 -1.5143 3.0179 0.083
C -2.9558 0.4375 -4.2314 -0.091
C -2.7039 -0.3652 -2.9331 -0.270
C -2.3796 -1.8123 -3.2317 -0.221
C -3.5806 -2.5480 -3.6703 -0.245
N -4.4768 -3.1511 -3.9814 0.143
H -3.3383 1.4345 -3.9305 0.051
H -3.7401 -0.0516 -4.8126 0.069
H -2.1065 0.6363 -4.9033 0.073
H -3.6025 -0.3821 -2.2877 0.111
H -1.8441 0.0362 -2.3972 0.081
H -1.9722 -2.3314 -2.3638 0.068
H -1.6114 -1.8104 -4.0202 0.112
C -1.1692 0.2643 4.9795 -0.126
C 0.0243 0.2574 5.8839 -0.243
C 0.8161 1.5799 5.7485 -0.210
C 0.0077 2.7168 5.9815 -0.263
N -0.6864 3.6385 6.1048 0.153
H -1.8546 1.0881 5.1736 0.075
H -1.7303 -0.6657 5.0491 0.067
H -0.8546 0.3027 3.9137 0.064
H 0.6414 -0.6193 5.6982 0.103
H -0.3041 0.2422 6.9252 0.112
H 1.1216 1.6415 4.7109 0.075
H 1.6381 1.5553 6.4569 0.124
C 3.7948 -2.6918 -5.2758 -0.121
C 2.3818 -2.6990 -5.7087 -0.273
C 1.5179 -3.5224 -4.7556 -0.192
C 1.3155 -2.9513 -3.4164 -0.180
N 1.2820 -2.4667 -2.3444 0.176
H 4.3681 -2.1134 -5.9940 0.076
H 4.2212 -3.7132 -5.2472 0.087
H 3.9590 -2.3235 -4.2640 0.070
H 2.2826 -3.1258 -6.7095 0.117
H 1.9512 -1.6838 -5.7271 0.083
H 1.8739 -4.5567 -4.7337 0.124
H 0.5050 -3.6423 -5.1277 0.111
C 4.3339 -1.4815 0.9026 -0.107
C 4.4377 -2.4486 2.0909 -0.265
C 3.3015 -2.3474 3.0598 -0.191
C 3.0443 -0.9301 3.3828 -0.196
N 2.9038 0.2267 3.5693 0.168
H 3.4009 -1.6482 0.3653 0.062
H 5.2208 -1.6174 0.2555 0.088
H 4.3149 -0.4822 1.3379 0.058
H 5.3721 -2.1873 2.5886 0.111
H 4.5864 -3.5003 1.8133 0.117
H 3.5632 -2.8454 3.9965 0.125
H 2.3949 -2.7984 2.6737 0.079
C 3.4020 0.6788 -2.0154 -0.101
C 2.6362 1.9902 -2.0666 -0.265
C 2.4610 2.5454 -3.4526 -0.185
C 1.8555 1.5540 -4.3741 -0.182
N 1.3619 0.7497 -5.0996 0.144
H 2.8420 -0.1646 -2.4867 0.060
H 3.5081 0.3172 -1.0026 0.036
H 4.3969 0.7633 -2.4867 0.090
H 3.1706 2.7404 -1.4814 0.107
H 1.6673 1.7918 -1.5926 0.090
H 3.4075 2.8619 -3.8823 0.122
H 1.8013 3.4032 -3.4084 0.119
C 0.4866 1.5599 1.0576 -0.105
C -0.4618 0.8280 0.1687 -0.276
C -0.1097 -0.6053 -0.0375 -0.205
C -0.0441 -1.3757 1.1654 -0.217
N 0.0031 -2.0348 2.1111 0.198
H 1.5198 1.5184 0.6540 0.075
H 0.5541 1.2060 2.0854 0.050
H 0.1562 2.5930 1.0351 0.077
H -0.5183 1.3352 -0.7992 0.093
H -1.4545 0.9109 0.6266 0.091
H 0.8439 -0.7347 -0.5355 0.086
H -0.8956 -1.1132 -0.6175 0.081
C 0.0649 -6.3329 -0.5735 -0.094
C 0.5068 -5.1451 0.2934 -0.271
C 0.4296 -5.4080 1.8024 -0.194
C 1.4966 -6.3608 2.2236 -0.232
N 2.3128 -7.1189 2.5621 0.125
H 0.3770 -6.2103 -1.6050 0.062
H -1.0073 -6.4386 -0.4818 0.070
H 0.4760 -7.2858 -0.1926 0.078
H -0.0968 -4.2487 0.1000 0.083
H 1.5475 -4.8704 0.0443 0.107
H -0.4989 -5.8991 2.0982 0.119
H 0.5577 -4.4944 2.3778 0.067
```

(3)
ORCA calculation (ωB97M-V with the def2-TZVPD basis set) on a structure of composition C40H73BN5O4P2RbSSi at a distorted geometry.

Properties
- Lowest unoccupied orbital energy: 3.55 eV
- Frontier orbital gap: 5.0 eV
- Net charge: -2

```
128
Properties=species:S:1:pos:R:3:lowdin_charge:R:1
Rb -0.2584 1.1839 -0.0552 0.490
C 3.7353 3.0932 1.1203 -0.112
C 3.8515 1.6042 1.4535 -0.701
C 5.1960 1.3252 2.1229 -0.094
C 3.8004 0.8364 0.1251 -0.111
P 2.2366 1.1504 2.4144 1.104
C 2.4778 -0.7024 2.5397 -0.319
N 1.2366 -1.3411 2.8604 -0.090
B -0.1022 -0.9106 2.4283 -0.391
N -0.9255 -2.0377 2.9295 -0.045
C -2.3095 -2.2674 2.6338 -0.315
P -3.8121 -1.4168 3.4397 1.130
C -3.3927 -1.4278 5.3043 -0.708
C -2.2036 -0.5723 5.7252 -0.084
C -3.1020 -2.8950 5.6372 -0.123
C -4.6565 -1.0341 6.0764 -0.125
C -3.8387 0.3915 2.7813 -0.695
C -5.1320 1.0511 3.2761 -0.120
C -2.6549 1.2975 3.0905 -0.104
C -3.9684 0.2062 1.2658 -0.124
C -0.1294 -3.0405 3.4256 -0.194
C -0.4026 -4.3335 3.8396 -0.055
C 0.6469 -5.1640 4.2243 -0.135
C 1.9561 -4.7224 4.1940 -0.141
C 2.2581 -3.4327 3.7722 -0.036
C 1.2234 -2.5963 3.3855 -0.196
C 2.4745 1.6276 4.2610 -0.682
C 2.4292 3.1533 4.3794 -0.109
C 1.2125 1.0646 4.9203 -0.116
C 3.7006 1.1158 5.0201 -0.093
H 4.5407 3.3940 0.4471 0.082
H 3.7880 3.7066 2.0149 0.056
H 2.7791 3.2899 0.6329 0.077
H 5.9935 1.4011 1.3813 0.079
H 5.2244 0.3227 2.5446 0.072
H 5.3979 2.0476 2.9088 0.060
H 4.4314 1.3371 -0.6105 0.084
H 2.7837 0.7959 -0.2711 0.056
H 4.1691 -0.1815 0.2375 0.073
H 3.2509 -0.9468 3.2829 0.069
H 2.8269 -1.0622 1.5608 0.091
H -2.5553 -3.3262 2.8023 0.063
H -2.4887 -2.0788 1.5647 0.072
H -1.3846 -0.6908 5.0208 0.060
H -1.8571 -0.8764 6.7151 0.082
H -2.4686 0.4798 5.7767 0.066
H -2.1293 -3.1870 5.2565 0.046
H -3.8634 -3.5445 5.2003 0.072
H -3.1017 -3.0477 6.7191 0.080
H -4.9444 -0.0024 5.8919 0.052
H -4.4890 -1.1543 7.1491 0.075
H -5.4875 -1.6765 5.7856 0.068
H -5.0498 1.3557 4.3168 0.056
H -5.9865 0.3826 3.1732 0.067
H -5.3225 1.9494 2.6901 0.083
H -2.7091 1.6884 4.1030 0.064
H -2.6484 2.1452 2.4033 0.079
H -1.7109 0.7548 2.9515 0.002
H -4.7605 -0.5072 1.0352 0.070
H -3.0295 -0.1500 0.8421 0.050
H -4.2110 1.1586 0.7952 0.087
H -1.4075 -4.7346 3.8416 0.091
H 0.4329 -6.1783 4.5386 0.084
H 2.7612 -5.3885 4.4825 0.083
H 3.2934 -3.1113 3.7237 0.094
H 1.6712 3.5652 3.7143 0.081
H 3.3918 3.6003 4.1354 0.061
H 2.1837 3.4419 5.4030 0.079
H 0.3317 1.4196 4.3905 0.071
H 1.1511 1.3811 5.9619 0.083
H 1.2113 -0.0201 4.8919 0.071
H 4.5923 1.6905 4.7844 0.055
H 3.9067 0.0663 4.8264 0.062
H 3.5224 1.2161 6.0921 0.080
N -0.7500 4.4972 -1.5356 0.139
C -1.4145 4.7724 -0.3455 -0.555
O -1.5891 3.8661 0.4764 -0.079
C -1.8019 6.1365 -0.1799 -0.247
C -2.3987 6.6111 0.9799 -0.269
N -2.9177 7.0585 1.9114 0.095
C -1.6338 7.0596 -1.1981 -0.298
N -1.5101 7.8172 -2.0676 0.091
H -0.7286 3.5233 -1.8119 0.061
H -0.8768 5.1520 -2.2932 0.074
C 2.8452 0.5042 -7.1340 -0.030
C 1.9999 1.1616 -6.0336 -0.668
C 2.7486 1.0577 -4.7055 -0.073
C 1.7458 2.6378 -6.3710 -0.027
O 0.7536 0.5286 -6.0081 -0.148
Si 0.2170 -0.6331 -4.9644 -0.200
S -0.0230 0.0214 -3.0523 0.196
O -1.1324 -1.2463 -5.6925 -0.152
C -2.3078 -0.6055 -6.0864 -0.667
C -2.1734 -0.2070 -7.5636 -0.028
C -3.4530 -1.6175 -5.9139 -0.030
C -2.6018 0.6430 -5.2554 -0.064
O 1.3135 -1.8526 -5.1738 -0.148
C 1.1685 -3.2138 -4.9019 -0.667
C 0.6484 -3.9187 -6.1638 -0.028
C 2.5627 -3.7469 -4.5372 -0.032
C 0.2038 -3.4766 -3.7456 -0.053
H 3.8354 0.9543 -7.1804 0.076
H 2.3555 0.6182 -8.0986 0.078
H 2.9332 -0.5558 -6.9110 0.075
H 3.6957 1.5912 -4.7597 0.082
H 2.9299 0.0118 -4.4765 0.072
H 2.1429 1.4719 -3.9043 0.037
H 2.6824 3.1899 -6.4090 0.077
H 1.1025 3.0726 -5.6106 0.085
H 1.2436 2.7151 -7.3333 0.077
H -2.0403 -1.0936 -8.1810 0.079
H -1.2943 0.4239 -7.6668 0.074
H -3.0578 0.3330 -7.8972 0.077
H -3.2550 -2.5099 -6.5055 0.076
H -4.3985 -1.1801 -6.2295 0.076
H -3.5225 -1.9054 -4.8675 0.085
H -1.8039 1.3647 -5.4020 0.072
H -2.6308 0.3841 -4.2002 0.053
H -3.5532 1.0820 -5.5509 0.083
H 1.3522 -3.7882 -6.9835 0.079
H -0.2984 -3.4640 -6.4419 0.070
H 0.5071 -4.9825 -5.9789 0.077
H 3.2620 -3.5363 -5.3446 0.077
H 2.5264 -4.8206 -4.3630 0.076
H 2.9121 -3.2466 -3.6375 0.084
H -0.7927 -3.1520 -4.0281 0.071
H 0.5079 -2.9030 -2.8741 0.062
H 0.1874 -4.5361 -3.4965 0.083
```